# C30H38ClF4N3O14

A 5-piece molecular cluster, C30H38ClF4N3O14 overall (ωB97M-V/def2-TZVPD, the Open Molecules 2025 dataset).

```
90
C30H38ClF4N3O14 | the Open Molecules 2025 dataset | ωB97M-V/def2-TZVPD
H -3.320 1.752 2.282
C -0.400 -2.974 2.616
H -2.824 1.002 -4.892
C -2.932 -0.415 -6.570
H -2.406 3.642 -2.841
C -3.051 0.961 -5.957
O -10.511 3.363 -3.162
H -1.012 -2.328 0.627
C -2.404 0.073 1.346
H -0.236 -2.171 3.321
H 1.790 -1.512 1.120
H 3.603 -4.214 2.788
H -7.031 2.034 -3.921
H -1.436 -3.300 2.644
C 4.498 -4.059 4.757
C 4.863 1.176 5.661
C 4.537 -1.423 -0.058
C 6.280 2.736 4.846
O 6.692 3.716 4.331
F -6.423 3.681 -4.875
O -9.616 2.382 -4.981
H 4.833 0.692 0.419
H 6.291 -0.196 0.065
O -4.244 -0.949 -6.345
C 5.566 -0.444 2.063
O 4.216 -2.698 5.030
H -3.805 1.733 -0.104
F 5.709 -4.157 4.159
C 1.322 -0.710 -1.291
H -8.056 1.535 -6.079
H -2.740 -0.358 -7.642
C 0.510 -0.418 -0.147
C -0.439 0.586 -0.261
O -8.318 3.611 -3.645
C -7.442 2.875 -4.481
H 0.215 -3.830 2.847
C -0.906 2.484 -3.859
H -2.174 -1.034 -6.098
H -2.549 -1.295 2.737
O -6.276 -0.015 -6.093
F 6.582 -0.464 5.832
C 0.746 -1.213 1.115
H 3.077 -5.486 3.913
H 5.262 -2.127 -0.463
N 0.004 1.554 -3.840
H -8.378 3.256 -6.393
C 1.133 -0.063 -2.490
H 4.687 -0.128 2.619
C -0.621 1.276 -1.507
H 4.523 -4.615 5.696
C 0.158 0.941 -2.631
N -1.564 2.257 -1.588
H 0.576 -0.636 2.016
C 5.329 -0.266 0.566
C -0.099 -2.505 1.180
O 2.280 -1.570 5.285
H 5.811 -1.468 2.310
O 2.354 -1.605 -1.197
H -1.803 1.962 0.624
C 3.368 -4.442 3.829
O 4.992 2.531 5.213
H -1.076 3.002 -4.791
H 1.761 -0.311 -3.330
O -1.928 -0.597 2.511
C 3.648 -0.952 -1.205
C 6.284 0.840 6.050
H 6.385 0.202 2.372
Cl 0.723 -3.878 0.339
C -9.584 3.143 -3.862
H -2.680 -0.641 0.569
H 4.105 -1.107 -2.180
H -5.124 1.908 0.805
C -3.645 0.868 1.725
O -4.422 1.265 -6.155
F -2.296 1.873 -6.615
H 4.516 0.551 4.838
C 2.871 -2.522 4.901
H 3.948 -1.965 0.676
O 7.041 1.646 5.165
C -5.099 0.084 -6.192
H 6.544 1.094 7.079
O 2.312 -3.585 4.280
H -4.266 0.281 2.396
N -4.424 1.231 0.529
H 4.158 1.106 6.485
C -8.340 2.479 -5.627
C -1.681 2.848 -2.743
H 3.489 0.118 -1.103
C -1.312 1.037 0.880
H -0.700 1.261 1.753
```

* multiplicity: 1
* DFT total energy: -88254.4561 eV
* energy relative to the best compared isomer or geometry (same formula, charge and spin): 0.0000 eV
* SMILES: CCCCOc1cc2nccnc2c(C[C@@H](O)CN)c1C[C@H](C)Cl.O=C1OC[C@@H](F)O1.O=C1OC[C@@H](F)O1.O=C1OC[C@@H](F)O1.O=C1OC[C@@H](F)O1
* HOMO energy: -9.0 eV
* gap between HOMO and LUMO: 8.50 eV



# C30H38O6

A 3-piece molecular cluster, C30H38O6 overall (ωB97M-V/def2-TZVPD, the Open Molecules 2025 dataset).

```
74
C30H38O6 | the Open Molecules 2025 dataset | ωB97M-V/def2-TZVPD
H 3.003 0.567 -0.249
H 6.551 -5.054 2.744
C -2.830 2.293 -2.116
C -8.575 2.119 3.608
C 2.601 -3.614 -0.317
C -0.993 0.515 -1.776
H 5.477 -0.082 0.202
C 1.353 0.937 -2.969
C -0.445 -0.805 -1.154
H -9.619 0.196 3.797
C 4.981 -2.597 4.289
C 0.242 3.473 -4.231
H 4.064 -2.971 4.754
C -4.237 1.247 0.281
C -4.693 2.402 -0.266
C 5.201 0.499 -0.709
H 2.571 -4.637 -0.769
C -7.198 2.347 3.012
C -7.851 0.163 2.510
C -2.338 1.025 -1.524
H -1.052 -2.393 -2.595
H 5.254 -1.662 4.779
O 5.061 -3.719 2.204
H 6.712 2.025 -3.522
C -0.137 1.350 -2.656
H 1.241 3.027 -4.456
C 3.457 1.608 -2.152
O 2.177 2.028 -2.494
C 2.008 -2.638 -1.419
H 0.417 4.500 -3.803
H -5.320 3.141 0.279
H -2.313 4.026 -3.463
C 6.278 0.891 -1.606
C 6.061 -3.659 4.352
H 0.441 -1.526 -3.130
H -4.499 0.993 1.339
H 2.549 -2.783 -2.399
H 4.309 2.591 -3.971
H -7.154 3.240 2.386
C 4.546 2.004 -3.052
C -8.611 0.609 3.746
H -1.160 -1.286 -0.436
H 1.473 0.761 -4.071
H 5.480 -1.716 2.369
H 4.961 -5.319 3.488
H 7.040 -3.204 4.174
H -7.336 -0.789 2.654
O -6.892 1.190 2.222
H 2.213 -1.589 -1.079
C 4.779 -2.444 2.792
H -0.293 3.640 -5.207
H -9.346 2.446 2.904
H 1.628 0.031 -2.374
H 3.762 -2.138 2.534
C -3.349 0.285 -0.582
H 1.951 -3.583 0.600
C -1.981 3.072 -2.990
C 3.813 0.848 -0.963
H -6.435 2.431 3.794
O 0.620 -2.960 -1.550
H 7.354 0.658 -1.419
C -4.278 2.760 -1.733
H 3.639 -3.269 -0.067
H -8.071 0.306 4.648
H -8.516 0.073 1.646
C 5.937 1.663 -2.803
H -8.725 2.651 4.548
O -5.011 3.315 -2.514
C 5.686 -4.556 3.186
O -3.470 -0.915 -0.540
H 0.449 -0.517 -0.525
C -0.099 -1.916 -2.229
C -0.614 2.582 -3.265
H 6.101 -4.191 5.303
```

* multiplicity: 1
* DFT total energy: -44006.7342 eV
* energy relative to the best compared isomer or geometry (same formula, charge and spin): 2.0309 eV
* SMILES: CCOCCc1c(COc2ccccc2)c(C)cc2c1C(=O)C=CC2=O.C1CCOC1.C1CCOC1
* HOMO energy: -9.0 eV
* gap between HOMO and LUMO: 8.58 eV